Record 1
# CH3FINS

2 unconnected molecules or ions with the total composition CH3FINS in a non-equilibrium geometry (wB97M-V/def2-TZVPD, the Open Molecules 2025 dataset).

```
! wB97M-V def2-TZVPD RIJCOSX def2/J DEFGRID3
* xyz 0 1
C -0.9610 0.7127 -0.1377
N -1.1201 -0.2981 0.6126
S -0.9336 -1.8148 0.7953
F -0.3599 -2.4789 -0.6613
H -0.9806 1.6160 0.5369
H -0.9528 0.8652 -1.1958
I 2.6212 0.0902 0.5828
H 2.6867 1.3077 -0.5328
*
```

Summary:
- strongest force on any atom (eV/Å) = 3.55
- electronic energy (eV) = -24227.115
- HOMO (eV) = -8.941
- SMILES = C=NSF.I
- energy above the lowest of the compared OMol25 structures with the same formula, charge and spin (kcal/mol) = 13.3

***

Record 2
# C12H17N

2 unconnected molecules or ions with the total composition C12H17N in a non-equilibrium geometry (wB97M-V/def2-TZVPD, the Open Molecules 2025 dataset).

```
! wB97M-V def2-TZVPD RIJCOSX def2/J DEFGRID3
* xyz 0 1
C 3.0485 -0.9489 1.8706
C 2.0863 -1.3386 0.8044
C 1.1930 -2.4620 0.7499
N 0.3519 -2.4063 -0.3282
C 0.6798 -1.2630 -1.1454
C -0.0216 -0.8817 -2.3206
C 0.4531 0.3724 -2.7564
C 1.4500 1.1166 -2.0905
C 2.1333 0.6792 -0.8992
C 1.7119 -0.5871 -0.4291
H 2.4576 -0.6031 2.7566
H 3.9091 -0.2962 1.6084
H 3.5310 -1.8426 2.3174
H 1.1574 -3.0907 1.6442
H 0.1999 -3.1325 -0.9300
H -1.0110 -1.3070 -2.6479
H -0.1637 0.8106 -3.6474
H 1.7163 2.2069 -2.3248
H 2.8350 1.3585 -0.4289
C -3.2300 1.7945 -0.2212
C -2.9566 0.9908 1.0721
C -1.5802 0.8358 1.4490
H -3.9661 2.5954 -0.1740
H -3.1898 1.2160 -1.0661
H -2.1994 2.3175 -0.4528
H -3.6136 1.5897 1.8349
H -3.5301 0.0462 0.8166
H -1.3887 0.8511 2.5625
H -1.2162 -0.1738 1.5221
H -0.8471 1.5526 0.8537
*
```

Summary:
- strongest force on any atom (eV/Å) = 5.78
- electronic energy (eV) = -14207.113
- HOMO (eV) = -7.804
- SMILES = Cc1c[nH]c2ccccc12.CCC
- energy above the lowest of the compared OMol25 structures with the same formula, charge and spin (kcal/mol) = 74.4

***

Record 3
# C6H10O

C6H10O in the gas phase in a non-equilibrium geometry (wB97M-V/def2-TZVPD, the Open Molecules 2025 dataset).

```
! wB97M-V def2-TZVPD RIJCOSX def2/J DEFGRID3
* xyz 0 1
C 0.2557 -2.9955 -0.8730
C -0.0274 -1.5261 -1.0247
C 0.0848 -0.6482 -0.0442
C -0.0852 0.8371 -0.1878
C -0.2195 1.5609 1.1587
C -0.3117 3.0522 0.9796
O -0.0624 3.6022 -0.0622
H -0.5894 -3.6776 -0.9246
H 0.8308 -3.1444 0.0467
H 0.9910 -3.2652 -1.6394
H -0.3056 -1.2417 -2.0412
H 0.7174 -0.9670 0.7864
H -0.9888 1.0328 -0.7647
H 0.7486 1.2781 -0.7331
H 0.6270 1.2344 1.7664
H -1.1074 1.2010 1.6927
H -0.5581 3.6672 1.8644
*
```

Summary:
- strongest force on any atom (eV/Å) = 1.64
- electronic energy (eV) = -8430.421
- HOMO (eV) = -9.289
- SMILES = C/C=C/CCC=O
- energy above the lowest of the compared OMol25 structures with the same formula, charge and spin (kcal/mol) = 18.9

***

Record 4
# C3H3FO2

2 unconnected molecules or ions with the total composition C3H3FO2 in a non-equilibrium geometry (wB97M-V/def2-TZVPD, the Open Molecules 2025 dataset).

```
! wB97M-V def2-TZVPD RIJCOSX def2/J DEFGRID3
* xyz 0 1
C 0.0116 0.3306 0.7772
C -0.1026 -0.6780 -0.0720
C -0.6559 -1.4004 -0.9374
O -0.9462 -2.2171 -1.6952
H -0.7706 1.0435 0.9276
H 0.7609 0.6407 1.4959
O -3.4565 0.3923 0.2392
F -3.2164 0.7282 1.5416
H -2.6543 -0.0293 -0.0313
*
```

Summary:
- strongest force on any atom (eV/Å) = 3.71
- electronic energy (eV) = -9965.512
- HOMO (eV) = -9.489
- SMILES = C=C=C=O.OF
- energy above the lowest of the compared OMol25 structures with the same formula, charge and spin (kcal/mol) = 139.5

***

Record 5
# C16H15NO4

2 unconnected molecules or ions with the total composition C16H15NO4 in a non-equilibrium geometry (wB97M-V/def2-TZVPD, the Open Molecules 2025 dataset).

```
! wB97M-V def2-TZVPD RIJCOSX def2/J DEFGRID3
* xyz 0 1
C -2.0695 1.8375 2.4316
O -1.6700 0.4774 2.1819
C -0.4248 0.1221 2.3925
C 0.0806 -0.9926 1.6570
C 1.4788 -1.2089 1.6104
C 1.9843 -2.2491 0.8447
C 1.1142 -3.0756 0.1194
C -0.2718 -2.8568 0.1519
C -0.7982 -1.8240 0.9067
H -3.1465 1.8623 2.2765
H -1.8094 2.1443 3.4553
H -1.5660 2.4931 1.7100
H 0.2498 0.8032 2.9391
H 2.1217 -0.5276 2.1712
H 3.0641 -2.4145 0.7893
H 1.5193 -3.8838 -0.4924
H -0.9387 -3.4927 -0.4322
H -1.8672 -1.6041 0.9296
C -0.4796 -0.1795 5.1222
C -0.1536 -1.5831 5.2409
O -0.4451 -2.3450 4.2909
C 0.4501 -2.0995 6.5003
C -0.0547 -1.7103 7.7477
C 0.4516 -2.2875 8.9175
C 1.4238 -3.2959 8.8313
C 1.8948 -3.7202 7.5802
C 1.4128 -3.1174 6.4182
N 0.0806 0.8169 5.8876
O -0.2237 2.0297 5.6437
O 0.8719 0.5446 6.8327
H -1.2119 0.1226 4.3755
H -0.8775 -0.9950 7.8092
H 0.0747 -1.9427 9.8845
H 1.7964 -3.7619 9.7461
H 2.6308 -4.5231 7.5102
H 1.7569 -3.4481 5.4355
*
```

Summary:
- strongest force on any atom (eV/Å) = 1.99
- electronic energy (eV) = -26509.420
- HOMO (eV) = -7.845
- energy above the lowest of the compared OMol25 structures with the same formula, charge and spin (kcal/mol) = 161.5

***

Record 6
# C3H9NO2S

2 unconnected molecules or ions with the total composition C3H9NO2S in a non-equilibrium geometry (wB97M-V/def2-TZVPD, the Open Molecules 2025 dataset).

```
! wB97M-V def2-TZVPD RIJCOSX def2/J DEFGRID3
* xyz 0 1
O 0.2543 -0.1200 1.7960
C -0.5327 0.3128 0.9421
N -0.0584 0.8766 -0.2214
C 0.4902 -0.0410 -1.3748
C 1.8868 0.3960 -1.9092
S 3.2951 0.2042 -0.6975
H -1.4733 0.6761 1.1604
H 0.6480 1.6319 -0.1420
H 0.2791 -1.0151 -0.9547
H -0.2373 -0.0941 -2.3312
H 1.8577 -0.2334 -2.8205
H 1.8590 1.4481 -2.2208
H 3.6872 1.5488 -0.6173
O -4.1307 -2.1376 3.4725
H -3.6616 -2.2745 2.5922
H -4.1634 -1.1789 3.3261
*
```

Summary:
- strongest force on any atom (eV/Å) = 6.06
- electronic energy (eV) = -19674.766
- HOMO (eV) = -9.429
- SMILES = O=CNCCS.O
- energy above the lowest of the compared OMol25 structures with the same formula, charge and spin (kcal/mol) = 84.1

***

Record 7
# C2H2BrIO

C2H2BrIO in the gas phase in a non-equilibrium geometry (wB97M-V/def2-TZVPD, the Open Molecules 2025 dataset).

```
! wB97M-V def2-TZVPD RIJCOSX def2/J DEFGRID3
* xyz 0 1
O -0.5491 -0.1453 -2.7712
C -0.1603 -0.3920 -1.6920
I 1.7284 -1.8573 -1.6456
C -0.5679 -0.0315 -0.2779
Br -1.6170 1.7146 -0.2408
H 0.3969 0.1715 0.3843
H -1.2794 -0.8110 0.2429
*
```

Summary:
- strongest force on any atom (eV/Å) = 2.78
- electronic energy (eV) = -82296.171
- HOMO (eV) = -9.759
- SMILES = O=C(I)CBr
- energy above the lowest of the compared OMol25 structures with the same formula, charge and spin (kcal/mol) = 7.5

***

Record 8
# C4H10O2

2 unconnected molecules or ions with the total composition C4H10O2 (wB97M-V/def2-TZVPD, the Open Molecules 2025 dataset).

```
! wB97M-V def2-TZVPD RIJCOSX def2/J DEFGRID3
* xyz 0 1
C -1.6672 -0.6440 0.0402
C -0.6741 0.4783 -0.2775
C 0.2291 0.0546 -1.4113
O 1.4358 0.1792 -1.4223
C 0.1326 0.9114 0.9499
O 0.9933 1.9901 0.6820
H -2.2092 -0.9689 -0.8552
H -1.1518 -1.5169 0.4591
H -2.4059 -0.3059 0.7737
H -1.2290 1.3529 -0.6532
H -0.2841 -0.4059 -2.2829
H -0.5580 1.2421 1.7336
H 0.6806 0.0386 1.3430
H 1.6448 1.6515 0.0496
H 2.5010 -2.0912 0.6636
H 2.3491 -1.5612 0.1638
*
```

Summary:
- strongest force on any atom (eV/Å) = 0.57
- electronic energy (eV) = -8403.850
- HOMO (eV) = -10.063
- SMILES = C[C@H](C=O)CO.[H][H]
- energy above the lowest of the compared OMol25 structures with the same formula, charge and spin (kcal/mol) = 39.1